Entry from OMol25: a structure of composition C21H24N2OP2PdS (ωB97M-V/def2-TZVPD).

Calculated values
Orbital gap (alpha / beta) in eV: 6.268 / 5.858
HOMO (alpha / beta) in eV: -12.676 / -14.383
Total charge: +2
Energy relative to the best compared isomer or geometry (same formula, charge and spin) in eV: 3.041
2S+1: 5

The geometry in XYZ format:
```
52
Properties=species:S:1:pos:R:3:forces:R:3
C 4.870370 -0.773103 -3.004868 0.3378 -3.2716 0.7259
H 1.470455 0.362119 -3.444477 -0.6017 -1.5235 0.8695
C 2.800106 3.611227 1.691770 -0.0373 -0.1018 -0.1949
C 4.261114 -1.786507 -2.241457 2.1209 0.5013 -2.2947
C 4.346423 0.513204 -2.990764 -1.6745 1.8044 0.4163
C 2.305611 4.424383 0.663313 -0.0979 0.0650 0.0084
N 2.369745 0.301226 0.103946 3.6372 -1.3620 -2.4627
H 2.011938 -1.375382 -5.278142 -0.0445 -0.1922 -0.0950
C 3.077046 -1.479430 -1.533729 -0.8757 0.7074 1.2607
H 2.185421 2.430050 -3.024883 0.3055 -0.1114 0.2520
C 2.207786 2.509078 -0.830789 -0.1935 0.0435 1.5042
H 1.088633 -1.981011 -0.910325 0.0958 -0.0258 -0.4879
C 1.280466 -1.921945 -4.680071 0.1773 0.1217 -0.3415
C 2.873514 2.229349 1.539830 -0.3684 -0.4346 -0.1418
H 1.672340 -2.918377 -4.453203 -0.1486 0.1778 -0.1063
P 0.978603 -0.997679 -3.169334 -0.7016 -0.8575 -0.4534
C 0.791905 1.478622 4.019623 -0.2278 -0.0700 0.2567
N -2.341466 -0.098628 3.454840 1.3830 -1.0266 -2.1095
C 1.726482 -2.061469 -1.811943 0.4612 0.3727 0.4021
H 3.126038 4.034626 2.640978 -0.1240 0.0874 -0.2647
H 1.081712 1.685027 5.056415 -0.0498 -0.0365 -0.1289
H -0.214174 1.047175 4.002409 0.1616 0.1643 0.1539
O -0.540375 0.908845 -0.259520 -0.7841 -2.3221 1.2808
C 3.346644 1.351828 2.682726 -0.1023 -0.1805 0.1832
H 3.424184 -1.390339 4.098379 -0.1988 0.0921 0.1487
S -1.193367 -1.432177 1.156852 -2.7288 -1.3266 1.0530
H 2.187607 5.493204 0.862088 0.0260 -0.3890 -0.2346
C 2.410140 1.887403 -2.101405 1.0175 1.3598 0.4050
C -1.825407 -0.593710 2.523169 -1.2874 0.4824 1.4482
H 0.339571 -2.000933 -5.238084 0.2594 -0.0119 0.0338
C 2.557552 -0.857512 4.508625 -0.1358 -0.1587 0.1458
H 3.677517 1.972310 3.526091 0.0189 -0.0724 -0.2030
C -0.331016 -0.020268 0.477829 0.9388 4.3093 -2.0462
H 1.741241 -1.572917 4.684911 0.3324 0.1171 0.1749
H 4.178249 0.679610 2.407798 -0.3139 0.2867 -0.0135
C 2.000636 3.891389 -0.585257 -0.1182 -0.3071 -0.2437
H 4.683632 1.294005 -3.685292 -0.1857 -0.4625 0.2543
P 1.951698 0.307832 3.282016 0.6194 1.0836 0.1407
H -1.142013 -2.072776 -3.178927 0.0736 0.2679 0.0741
H 0.777784 2.425270 3.465113 0.0603 -0.3071 -0.0277
H -1.264012 -0.300428 -3.501968 -0.1152 -0.3180 0.1585
H 1.623888 4.514303 -1.403861 0.3630 -0.0957 0.3568
H 5.701391 -1.025323 -3.675380 -0.2443 0.0985 0.5342
Pd 1.230734 -0.757241 1.465668 0.6984 -1.2312 0.3507
H 2.825526 -0.350934 5.442721 -0.0247 -0.1348 -0.1213
C -0.799974 -1.074260 -2.873617 -0.1377 0.5747 0.0528
H -1.068494 -0.877332 -1.822562 0.1611 -0.0470 -0.6050
C 2.479013 1.672709 0.309032 -0.2101 1.3631 -0.4227
H 4.655681 -2.808893 -2.255072 -0.2626 0.3558 -0.1809
C 3.014322 -0.139753 -1.016686 -1.7007 1.6250 2.2138
C 3.346939 0.833744 -2.037713 0.6418 -0.0860 -1.5933
H 1.770605 -3.108183 -2.149180 -0.1955 0.4023 -0.0857
```
Positions in Å, forces in eV/Å.